8
Properties=species:S:1:pos:R:3:lowdin_charge:R:1 method="wB97M-V/def2-TZVPD" homo_energy_ev=-8.74 lumo_ev=-0.2
H -1.79 -0.29 0.63 0.0439
Cl -2.82 2.63 -0.95 0.0288
O -0.08 -0.39 0.76 -0.0118
C 0.73 -0.77 -0.05 -0.0385
H 1.72 -0.96 0.25 0.0791
S -2.99 0.53 -1.15 0.4314
O -2.75 0.04 0.37 -0.6092
H 0.30 -1.18 -0.92 0.0764


66
Properties=species:S:1:pos:R:3:lowdin_charge:R:1 method="wB97M-V/def2-TZVPD" homo_energy_ev=-9.15 lumo_ev=0.5
H 4.77 2.36 5.49 0.1235
H -3.33 -2.34 0.96 0.1530
C -4.45 -0.90 0.16 -0.5535
H 2.51 3.66 -2.13 0.1299
H -1.52 -0.50 -3.62 0.1050
H 0.99 3.78 -1.24 0.1092
C -1.46 -0.30 -1.47 -0.2215
H 2.56 -3.14 3.61 0.0908
H -1.40 2.68 0.20 0.1067
H 0.79 -3.37 3.67 0.0908
O -2.66 -4.53 0.06 0.0556
H 0.85 0.57 1.21 0.1477
H 3.64 3.11 0.12 0.1654
O 3.43 1.27 -1.77 -0.0089
C -1.48 -1.80 -1.21 -0.0851
H -1.48 3.53 -2.13 0.0963
O 2.66 -0.90 -0.20 -0.0168
C -2.88 -2.43 -1.10 -0.1979
H 1.34 2.20 2.93 0.1736
O 3.41 2.25 2.63 0.0984
C -2.83 -4.22 -3.53 -0.0623
C -1.43 0.60 -0.39 -0.0453
H 2.52 -0.14 3.48 0.1229
H -1.42 0.23 0.63 0.1138
H -0.93 -2.01 -0.30 0.1102
C 2.82 0.41 0.37 -0.2507
H -3.81 -3.76 -3.69 0.0840
H -2.05 -3.49 -3.74 0.0737
C -1.50 0.18 -2.79 -0.0413
N -2.72 -4.69 -2.15 0.0304
N -3.57 -1.90 0.08 0.1263
H 5.38 2.88 3.94 0.1143
H 1.56 -2.12 4.67 0.0828
C -4.95 -0.22 -1.10 0.0139
C 1.60 -2.63 3.71 0.0197
H -0.93 -2.29 -2.03 0.1169
N 4.79 2.25 4.48 0.1834
H -5.68 0.54 -0.82 0.0871
C -1.51 1.57 -3.02 -0.0732
O 2.73 1.57 4.70 0.0584
H 3.48 0.32 -1.96 0.1036
H 1.49 1.29 -1.06 0.1544
H -5.42 -0.95 -1.75 0.0802
H -2.72 -5.06 -4.21 0.0885
H 1.95 -1.38 0.30 0.0619
O 2.41 5.23 -0.79 -0.0588
H 2.07 5.85 -1.46 0.0913
C 2.59 2.88 -0.11 -0.2168
C 3.57 2.02 3.94 -0.6111
H -2.62 -5.69 -1.99 0.1451
C -1.47 2.47 -1.95 -0.0964
O 1.79 2.99 1.09 -0.0035
N 2.08 -0.42 2.60 0.1414
C 1.43 -1.63 2.58 -0.4815
H -4.12 0.26 -1.61 0.0634
H -1.54 1.94 -4.04 0.0971
C 2.08 2.04 2.13 -0.2178
C 2.07 3.88 -1.15 -0.1714
O -4.89 -0.55 1.24 0.0324
O 0.78 -1.92 1.59 0.0238
H -3.44 -2.18 -2.00 0.1271
H 3.86 0.53 0.70 0.1654
C 1.89 0.62 1.57 -0.1521
C 2.50 1.46 -0.70 -0.2672
C -1.43 1.98 -0.63 -0.0719
C -2.75 -3.96 -1.03 -0.4542


76
Properties=species:S:1:pos:R:3:mulliken_spin:R:1 method="wB97M-V/def2-TZVPD" homo_energy_ev="-3.27 / -4.35" lumo_ev="0.2 / -0.6" s_squared=2.06 spin_multiplicity=3
C -6.42 1.02 -2.66 0.0666
C -7.85 0.69 -2.26 0.0621
H -0.79 0.41 7.07 0.0006
H -4.86 2.50 -2.46 0.0177
H -2.11 3.40 -0.08 0.0343
H -5.98 -0.27 4.85 -0.0002
H 1.13 1.99 6.83 0.0001
H -0.76 -1.00 1.00 -0.0044
C -7.94 -0.49 -1.27 -0.0192
H -4.03 1.10 4.21 -0.0003
C -5.60 1.92 -1.89 0.0440
C -0.05 5.63 -2.38 -0.0015
H -0.60 6.57 -2.35 -0.0007
C 1.24 5.56 -2.92 0.0020
C -0.17 2.31 3.71 -0.0164
C 1.89 4.32 -2.98 -0.0003
C -3.56 0.19 -4.42 0.0100
C -2.23 2.57 -3.98 0.0604
C -0.68 4.48 -1.90 -0.0064
C -5.24 -0.67 4.16 0.0053
C -0.02 3.24 -1.99 0.0396
H -1.71 4.55 -1.54 0.0075
H -6.24 -2.58 3.95 -0.0002
C -0.45 -0.41 1.86 0.0061
C -3.23 -1.78 2.55 -0.0050
H -2.40 -2.22 2.00 -0.0052
C -3.08 0.47 -3.13 0.0982
C -4.14 0.10 3.78 0.0025
C 0.46 1.84 5.99 0.0003
H -8.69 -0.24 -0.50 -0.0018
Pt -5.03 -0.05 -1.62 0.5044
C -2.22 1.61 -2.96 0.0396
H -6.41 -1.91 -0.44 0.0330
H -6.20 1.00 -3.73 -0.0364
H -6.75 3.31 -0.70 0.0142
P -1.84 0.62 2.28 0.0434
H 0.40 0.22 1.59 0.0043
H -3.54 1.86 1.12 -0.0849
C 0.67 2.53 4.80 -0.0036
Cl -0.16 0.06 -1.42 0.0061
H -5.11 3.03 -0.17 -0.0019
C -0.60 0.94 6.13 0.0025
C -3.18 -0.42 2.90 0.0434
C -4.34 -2.54 2.94 -0.0053
H -2.58 3.02 -6.05 -0.0058
H -6.08 1.80 1.48 0.0042
H -8.38 0.41 -3.18 0.0001
C -5.36 -1.98 3.71 0.0001
C 1.27 3.15 -2.54 0.0103
H 2.89 4.24 -3.41 0.0000
H 1.72 6.45 -3.32 -0.0001
C -3.30 1.04 -5.50 0.0957
C -2.48 1.60 0.94 0.1776
H -8.33 -1.38 -1.78 0.0125
C -5.99 2.53 -0.57 0.0684
C -6.45 1.49 0.49 -0.0244
H -5.35 -0.33 1.05 0.0189
H -0.03 2.83 2.76 0.0091
H -2.26 0.00 5.15 0.0031
H 1.76 2.17 -2.61 0.0005
H -3.62 0.79 -6.51 0.0095
C -2.72 2.29 -5.25 -0.0726
H -8.35 1.59 -1.86 -0.0001
H -0.17 -1.03 2.72 0.0002
C -6.61 -0.85 -0.63 0.1195
H 1.49 3.25 4.71 -0.0001
C -1.88 2.31 -0.08 0.7049
H -4.40 -3.57 2.60 -0.0001
H -1.86 3.57 -3.77 0.0174
C -5.92 0.09 0.22 0.0872
P -1.04 1.86 -1.58 -0.0491
C -1.44 0.71 5.05 -0.0029
H -3.18 -0.34 -2.34 -0.1065
C -1.21 1.36 3.82 0.0284
H -4.16 -0.71 -4.58 -0.0601
H -7.54 1.51 0.57 -0.0007


33
Properties=species:S:1:pos:R:3:lowdin_charge:R:1 method="wB97M-V/def2-TZVPD" homo_energy_ev=-7.68 lumo_ev=0.7
H 4.51 -1.39 -0.16 0.0843
C 3.80 -1.45 0.63 -0.1868
H 0.79 0.31 2.69 0.1437
H 1.88 1.93 0.94 0.1164
S -3.57 0.05 0.08 0.9486
C 2.73 -2.50 0.22 -0.1814
C -1.99 -0.57 -2.06 -0.2032
H -3.27 -2.16 -0.87 0.0848
C 1.60 -0.66 0.98 -0.2823
H 2.71 -2.33 -0.93 0.1269
H 3.05 0.59 0.13 0.0887
H -2.41 0.15 -2.95 0.1595
H -3.45 2.36 1.32 0.0566
C -1.96 0.78 -0.07 -0.5023
C 1.46 -1.92 0.78 -0.0695
H 4.33 -1.75 1.57 0.1180
C -0.25 2.39 0.65 -0.0592
H -4.11 -1.14 -1.97 0.0670
C -1.62 1.94 0.57 -0.2915
H -0.01 3.41 0.39 0.1055
C 3.02 -0.13 0.91 -0.1410
C -1.08 0.02 -0.98 -0.2171
H 3.06 -3.60 0.33 0.1267
C -3.28 -1.09 -1.23 -0.5078
H 0.61 -2.55 0.86 0.1097
H -0.63 -0.87 -0.51 0.1041
O -2.53 2.51 1.56 -0.0197
C 0.79 1.63 0.99 -0.0561
H 3.61 0.40 1.67 0.1246
H -1.54 -1.41 -2.50 0.0733
H -0.28 0.70 -1.40 0.1454
C 0.64 0.25 1.61 -0.1373
H -0.34 -0.01 1.55 0.0712


30
Properties=species:S:1:pos:R:3:lowdin_charge:R:1 method="wB97M-V/def2-TZVPD" homo_energy_ev=-4.96 lumo_ev=-2.4 total_charge=-1
H -13.93 20.16 10.07 0.0586
H -13.99 15.43 1.22 0.0677
C -14.91 25.52 0.26 -0.0260
C -14.73 15.54 2.01 -0.0292
C -15.49 16.87 1.87 -0.8292
H -12.82 20.18 8.62 0.0696
H -23.49 20.88 3.50 0.0693
Mg -16.96 21.48 3.88 1.0845
O -21.37 20.69 1.08 -0.0196
H -12.89 17.94 9.78 0.0748
C -23.25 20.56 2.49 -0.0438
C -13.72 19.77 9.07 -0.6097
H -23.90 21.19 1.88 0.0763
O -15.85 23.38 0.70 -0.0549
O -16.03 17.12 0.80 -0.0039
H -15.47 14.75 1.91 0.0645
Cl -15.22 17.73 9.89 0.5791
H -14.45 25.06 -0.61 0.0806
O -20.97 20.98 3.19 -0.0848
H -23.50 19.51 2.40 0.0826
H -13.65 17.79 8.18 0.0745
Cl -15.09 20.40 8.04 0.4523
H -15.78 26.07 -0.09 0.0772
C -21.82 20.78 2.27 -0.7459
H -14.35 26.28 0.80 0.0715
H -14.35 15.45 3.02 0.0571
C -13.73 18.25 9.16 -0.7057
C -15.46 24.46 1.15 -0.8082
O -15.58 24.60 2.39 -0.0650
O -15.52 17.68 2.78 -0.0146


20
Properties=species:S:1:pos:R:3:lowdin_charge:R:1 method="wB97M-V/def2-TZVPD" homo_energy_ev=-7.83 lumo_ev=0.9
C 2.37 -0.05 0.93 -0.1734
H -3.30 0.64 -0.46 0.0778
C 0.17 -0.26 -0.71 -0.5841
H 2.86 0.20 -0.02 0.0638
H -2.41 0.10 -1.72 0.0869
H 1.03 1.66 0.86 0.0611
N 0.39 0.66 -1.71 0.1192
H 0.56 0.36 1.99 0.0643
H 3.02 0.28 1.74 0.0608
H -0.81 0.54 0.71 0.1264
H -1.34 -1.51 1.36 0.0862
H 1.13 0.41 -2.35 0.1042
H 2.31 -1.14 0.97 0.0639
C 0.98 0.57 0.99 -0.1912
O 0.37 -1.45 -0.84 -0.0113
N -1.51 -0.02 0.05 -0.2419
H -1.79 -2.01 -0.08 0.0796
H 0.30 1.63 -1.46 0.0888
N -1.96 -1.26 0.59 0.0622
N -2.37 0.65 -0.86 0.0568


What relative energy (zero: lowest compared OMol25 entry of this formula, charge and spin) values result from the calculations? In sequence: 50.25, 0.00, 105.32, 31.05, 258.43, 117.21 kcal/mol.